Entry 1:
{"formula": "C12H31BNO17P3", "method": "the ωB97M-V functional and the def2-TZVPD basis", "orbital_gap_ev": 10.14, "multiplicity": 1, "energy_ha": -2858.8277, "homo_ev": -9.93, "smiles": "C#COC(=O)NOB(O)O.COP(=O)(OC)OC.COP(=O)(OC)OC.COP(=O)(OC)OC", "elements": ["C", "C", "O", "C", "O", "N", "O", "B", "O", "O", "H", "H", "H", "H", "C", "O", "P", "O", "O", "C", "O", "C", "H", "H", "H", "H", "H", "H", "H", "H", "H", "C", "O", "P", "O", "O", "C", "O", "C", "H", "H", "H", "H", "H", "H", "H", "H", "H", "C", "O", "P", "O", "O", "C", "O", "C", "H", "H", "H", "H", "H", "H", "H", "H", "H"], "coordinates": [[-4.227, 1.686, -2.822], [-4.771, 2.759, -2.641], [-5.284, 3.929, -2.104], [-6.647, 4.055, -2.454], [-7.036, 5.085, -2.940], [-7.555, 2.925, -2.266], [-8.756, 3.319, -2.849], [-9.817, 2.447, -2.531], [-11.116, 2.859, -2.937], [-9.675, 1.220, -1.844], [-3.443, 0.904, -3.009], [-7.660, 2.767, -1.257], [-11.074, 2.940, -3.912], [-9.678, 0.493, -2.490], [2.021, 1.298, -1.100], [1.306, 0.320, -1.861], [-0.139, -0.131, -1.345], [-0.595, 0.509, -0.106], [-0.015, -1.719, -1.268], [0.817, -2.246, -0.233], [-1.080, 0.102, -2.605], [-0.580, -0.222, -3.901], [2.490, 0.819, -0.239], [2.796, 1.725, -1.734], [1.362, 2.100, -0.768], [0.703, -1.679, 0.694], [1.860, -2.218, -0.554], [0.527, -3.279, -0.049], [0.040, -1.120, -3.877], [0.004, 0.616, -4.283], [-1.425, -0.394, -4.567], [-2.372, -1.961, 2.906], [-2.269, -2.483, 4.231], [-0.815, -2.561, 4.899], [0.289, -2.091, 4.055], [-0.707, -4.087, 5.353], [-0.579, -5.055, 4.317], [-0.986, -1.788, 6.273], [-2.187, -1.966, 7.021], [-2.091, -2.732, 2.187], [-3.408, -1.674, 2.732], [-1.740, -1.083, 2.776], [0.072, -4.695, 3.518], [-1.566, -5.287, 3.909], [-0.146, -5.960, 4.739], [-2.544, -2.995, 6.962], [-2.953, -1.290, 6.639], [-1.987, -1.719, 8.062], [8.659, 2.647, -0.468], [7.935, 1.673, -1.219], [6.487, 1.234, -0.688], [6.048, 1.885, 0.550], [6.599, -0.354, -0.603], [7.432, -0.883, 0.425], [5.541, 1.468, -1.941], [6.021, 1.132, -3.241], [9.131, 2.171, 0.393], [9.433, 3.064, -1.112], [8.008, 3.455, -0.136], [7.330, -0.311, 1.350], [8.473, -0.867, 0.097], [7.134, -1.913, 0.617], [6.632, 0.228, -3.220], [6.610, 1.962, -3.634], [5.166, 0.967, -3.895]], "nbo_charge": [-0.32, 0.26, -0.47, 0.85, -0.51, -0.36, -0.54, 1.29, -0.91, -0.94, 0.27, 0.38, 0.50, 0.51, -0.25, -0.84, 2.57, -1.09, -0.82, -0.26, -0.81, -0.25, 0.19, 0.20, 0.20, 0.21, 0.18, 0.19, 0.19, 0.19, 0.19, -0.25, -0.83, 2.57, -1.09, -0.81, -0.26, -0.80, -0.25, 0.18, 0.19, 0.21, 0.20, 0.18, 0.20, 0.19, 0.19, 0.20, -0.25, -0.83, 2.57, -1.09, -0.81, -0.26, -0.81, -0.25, 0.18, 0.19, 0.20, 0.20, 0.18, 0.20, 0.19, 0.19, 0.20]}

Entry 2:
{"formula": "C33H46NOS2SeSi2Zr", "method": "the ωB97M-V functional and the def2-TZVPD basis", "orbital_gap_ev": 7.69, "charge": 1, "multiplicity": 1, "energy_ha": -5238.9711, "de_lowest_kcal_mol": 0.00, "homo_ev": -10.31, "elements": ["Zr", "C", "C", "C", "C", "C", "C", "C", "C", "C", "C", "H", "H", "H", "H", "H", "H", "H", "H", "H", "H", "H", "H", "H", "H", "H", "C", "Si", "C", "C", "C", "C", "C", "C", "N", "C", "S", "H", "H", "H", "H", "H", "H", "H", "H", "H", "H", "H", "H", "O", "S", "C", "C", "C", "C", "C", "C", "C", "C", "C", "C", "C", "C", "H", "H", "H", "H", "H", "H", "H", "H", "H", "H", "C", "Si", "C", "C", "Se", "H", "H", "H", "H", "H", "H", "H", "H", "H"], "coordinates": [[-0.945, 0.279, 0.441], [-2.579, 1.376, 1.970], [-3.151, 1.442, 0.665], [-3.448, 0.118, 0.245], [-3.028, -0.772, 1.271], [-2.505, 0.008, 2.343], [-1.966, -0.499, 3.650], [-3.202, -2.260, 1.240], [-4.189, -0.269, -0.996], [-3.463, 2.679, -0.124], [-2.183, 2.517, 2.857], [-2.138, -1.569, 3.759], [-2.460, 0.002, 4.484], [-0.893, -0.316, 3.762], [-4.214, -2.536, 1.545], [-2.502, -2.757, 1.910], [-3.039, -2.654, 0.236], [-5.244, -0.434, -0.762], [-3.793, -1.184, -1.437], [-4.132, 0.512, -1.749], [-3.039, 2.631, -1.130], [-3.069, 3.570, 0.360], [-4.543, 2.802, -0.229], [-2.912, 2.635, 3.662], [-2.126, 3.453, 2.307], [-1.207, 2.349, 3.317], [1.787, 5.550, 0.060], [3.098, 4.218, 0.039], [3.482, 3.670, -1.711], [4.640, 4.874, 0.874], [2.579, 2.641, 0.971], [3.524, 1.940, 1.706], [3.231, 0.734, 2.349], [1.963, 0.229, 2.217], [1.021, 0.882, 1.518], [1.299, 2.065, 0.921], [-0.092, 2.723, 0.100], [2.238, 6.481, -0.292], [1.403, 5.731, 1.066], [0.945, 5.315, -0.588], [3.843, 4.505, -2.314], [2.591, 3.265, -2.197], [4.249, 2.893, -1.717], [4.929, 5.803, 0.376], [5.494, 4.198, 0.808], [4.469, 5.107, 1.926], [4.528, 2.337, 1.797], [3.975, 0.211, 2.931], [1.661, -0.708, 2.673], [-0.192, -1.751, 0.874], [1.052, -2.416, 0.251], [0.409, -3.666, -0.821], [-0.586, -4.533, -0.388], [-1.066, -5.483, -1.270], [-0.542, -5.564, -2.557], [0.454, -4.694, -2.974], [0.933, -3.726, -2.102], [1.677, -3.397, 1.597], [2.938, -3.956, 1.447], [3.454, -4.726, 2.478], [2.717, -4.913, 3.640], [1.464, -4.334, 3.780], [0.932, -3.568, 2.752], [-0.976, -4.461, 0.620], [-1.842, -6.167, -0.957], [-0.919, -6.314, -3.239], [0.849, -4.758, -3.978], [1.683, -3.013, -2.419], [3.508, -3.795, 0.540], [4.433, -5.173, 2.377], [3.126, -5.509, 4.445], [0.898, -4.477, 4.690], [-0.039, -3.099, 2.845], [-0.274, 0.114, -5.285], [-1.030, 1.061, -3.865], [-0.215, 2.719, -3.605], [-2.875, 1.249, -4.097], [-0.595, -0.278, -2.026], [-0.386, 0.676, -6.214], [-0.764, -0.853, -5.410], [0.790, -0.065, -5.123], [-0.315, 3.337, -4.501], [0.846, 2.606, -3.382], [-0.669, 3.253, -2.768], [-3.070, 1.723, -5.062], [-3.314, 1.881, -3.324], [-3.385, 0.286, -4.082]], "lowdin_charge": [1.26, -0.32, -0.31, -0.31, -0.30, -0.30, -0.01, -0.02, -0.03, -0.04, -0.04, 0.08, 0.09, 0.08, 0.10, 0.06, 0.08, 0.10, 0.07, 0.05, 0.06, 0.07, 0.10, 0.10, 0.06, 0.08, -0.19, 0.52, -0.16, -0.18, -0.22, -0.05, -0.04, -0.14, -0.11, -0.69, 0.67, 0.04, 0.04, 0.00, 0.04, 0.01, 0.04, 0.04, 0.03, 0.04, 0.10, 0.11, 0.10, -0.67, 1.04, -0.40, -0.06, -0.05, -0.05, -0.05, -0.09, -0.39, -0.07, -0.06, -0.06, -0.05, -0.08, 0.11, 0.11, 0.11, 0.11, 0.11, 0.12, 0.11, 0.11, 0.11, 0.10, -0.23, 0.19, -0.22, -0.21, 0.37, 0.04, 0.03, 0.03, 0.04, 0.01, 0.00, 0.04, 0.01, 0.03]}

Entry 3:
{"formula": "C4H11N3O", "method": "the ωB97M-V functional and the def2-TZVPD basis", "orbital_gap_ev": 6.33, "multiplicity": 1, "energy_ha": -398.3155, "de_lowest_kcal_mol": 149.74, "homo_ev": -9.07, "elements": ["C", "N", "C", "N", "O", "C", "C", "N", "H", "H", "H", "H", "H", "H", "H", "H", "H", "H", "H"], "coordinates": [[0.558, -0.596, -0.561], [-0.641, -1.052, -0.074], [-1.695, 0.215, -0.211], [-2.991, -0.442, -0.241], [-1.478, 1.133, -1.060], [1.647, -0.244, 0.567], [1.204, 0.980, 1.422], [2.986, -0.119, 0.076], [1.127, -1.437, -1.035], [0.550, 0.203, -1.340], [-1.512, 0.567, 0.829], [-2.774, -1.401, -0.467], [-3.646, -0.044, -0.896], [1.437, -1.150, 1.154], [1.936, 0.946, 2.230], [1.454, 1.839, 0.815], [0.205, 0.877, 1.814], [3.674, -0.663, 0.573], [3.122, -0.249, -0.915]], "nbo_charge": [-0.36, -0.12, 0.33, -0.87, -0.62, 0.03, -0.62, -0.86, 0.28, 0.22, 0.26, 0.37, 0.38, 0.18, 0.22, 0.23, 0.21, 0.38, 0.37]}

Entry 4:
{"formula": "C13H14", "method": "the ωB97M-V functional and the def2-TZVPD basis", "orbital_gap_ev": 9.38, "multiplicity": 1, "energy_ha": -503.6465, "de_lowest_kcal_mol": 28.28, "homo_ev": -8.48, "smiles": "C=C/C(=C/C)c1ccccc1.C#C", "elements": ["C", "C", "C", "C", "C", "C", "C", "C", "C", "C", "C", "H", "H", "H", "H", "H", "H", "H", "H", "H", "H", "H", "H", "C", "C", "H", "H"], "coordinates": [[0.643, -0.609, -2.370], [0.425, 0.512, -1.692], [-0.123, 0.573, -0.346], [-0.398, 1.740, 0.248], [-0.980, 1.874, 1.616], [-0.374, -0.712, 0.356], [0.561, -1.229, 1.244], [0.324, -2.431, 1.891], [-0.848, -3.127, 1.653], [-1.786, -2.617, 0.770], [-1.551, -1.415, 0.128], [1.057, -0.605, -3.364], [0.416, -1.578, -1.958], [0.668, 1.470, -2.133], [-0.220, 2.661, -0.293], [-0.734, 2.840, 2.049], [-2.069, 1.793, 1.570], [-0.624, 1.082, 2.271], [1.479, -0.689, 1.429], [1.059, -2.829, 2.580], [-1.031, -4.066, 2.155], [-2.704, -3.155, 0.582], [-2.279, -1.011, -0.563], [3.667, 2.565, -2.060], [3.486, 1.933, -1.063], [3.830, 3.099, -2.949], [3.306, 1.395, -0.181]], "nbo_charge": [-0.39, -0.20, -0.08, -0.12, -0.66, -0.06, -0.17, -0.21, -0.22, -0.20, -0.21, 0.20, 0.20, 0.21, 0.20, 0.22, 0.22, 0.22, 0.20, 0.21, 0.21, 0.21, 0.22, -0.22, -0.23, 0.23, 0.23]}

Entry 5:
{"formula": "C5H9Cl", "method": "the ωB97M-V functional and the def2-TZVPD basis", "orbital_gap_ev": 9.99, "multiplicity": 1, "energy_ha": -656.0408, "de_lowest_kcal_mol": 35.77, "homo_ev": -8.99, "smiles": "CC/C(C)=C\\Cl", "elements": ["C", "C", "C", "C", "C", "Cl", "H", "H", "H", "H", "H", "H", "H", "H", "H"], "coordinates": [[-0.769, -1.743, -0.349], [-0.395, -0.414, -0.932], [0.164, 0.634, 0.122], [1.649, 0.737, 0.227], [-0.573, 1.354, 0.957], [-2.335, 1.456, 0.938], [-0.069, -2.048, 0.581], [-1.706, -1.688, 0.136], [-0.804, -2.502, -1.014], [-1.192, 0.210, -1.465], [0.426, -0.440, -1.535], [1.943, -0.122, -0.228], [1.937, 1.557, -0.539], [1.969, 1.027, 1.260], [-0.245, 1.984, 1.841]], "nbo_charge": [-0.59, -0.43, 0.02, -0.64, -0.23, -0.06, 0.20, 0.22, 0.21, 0.23, 0.19, 0.21, 0.22, 0.23, 0.22]}

Entry 6:
{"formula": "C7H13N2O3", "method": "the ωB97M-V functional and the def2-TZVPD basis", "orbital_gap_ev": 8.31, "charge": 1, "multiplicity": 1, "energy_ha": -609.3640, "de_lowest_kcal_mol": 56.67, "homo_ev": -13.33, "elements": ["C", "C", "C", "C", "C", "C", "C", "N", "N", "O", "O", "O", "H", "H", "H", "H", "H", "H", "H", "H", "H", "H", "H", "H", "H"], "coordinates": [[0.183, -1.202, -0.813], [0.888, -0.281, -1.265], [0.260, -1.299, 0.811], [-1.697, 0.270, 0.701], [-0.630, -2.356, -1.313], [-0.248, 2.259, 0.695], [3.024, 0.302, -0.948], [-0.721, -0.598, 1.408], [-0.984, 1.217, -0.075], [1.106, -1.886, 1.365], [-2.489, 0.814, 1.777], [1.582, 0.719, -1.305], [-2.287, -0.460, 0.178], [-1.310, -2.041, -2.120], [-1.255, -2.763, -0.531], [0.083, -3.072, -1.690], [-0.908, 3.025, 1.057], [0.226, 1.900, 1.579], [0.676, 2.454, 0.099], [3.524, -0.134, -1.858], [3.135, -0.424, -0.027], [3.465, 1.225, -0.686], [-0.937, -0.876, 2.307], [-1.699, 1.632, -0.763], [-2.989, 1.572, 1.417]], "nbo_charge": [-0.24, 0.72, 0.74, 0.39, -0.62, -0.44, -0.28, -0.62, -0.68, -0.50, -0.72, -0.36, 0.17, 0.25, 0.25, 0.26, 0.22, 0.22, 0.21, 0.24, 0.25, 0.23, 0.43, 0.39, 0.49]}